Entry 1:
A 2-piece molecular cluster, C3H10NS overall at a distorted geometry. Source: OMol25; level of theory: ωB97M-V/def2-TZVPD.

Values from the calculation:
* LUMO level: -0.2162 Ha
* spin multiplicity: 1
* highest occupied orbital energy: -12.26 eV
* max |F|: 2.52 eV/A
* energy relative to the best compared isomer or geometry (same formula, charge and spin): 1.778 eV
* charge: +1
* orbital gap: 6.373 eV

CARTESIAN COORDINATES (ANGSTROEM)
H (0.6192, -0.6935, -1.5810)
C (1.4324, -0.5219, -0.8771)
H (-2.5998, 0.9841, -0.2402)
S (1.1229, -1.2211, 0.7949)
H (2.3308, -1.0284, -1.2605)
H (-2.7091, 2.5942, -1.2392)
H (-0.3458, 2.5173, -1.4263)
H (-0.2750, 1.0323, -0.5444)
H (-0.6974, 0.3165, 1.5182)
H (-1.3210, -0.9599, 0.3196)
H (-0.8865, -1.4187, 1.9385)
C (-0.6216, -0.7771, 1.1162)
C (-2.1174, 1.7966, -0.7717)
N (-0.8434, 1.8037, -0.8918)
H (1.6624, 0.5830, -0.7652)

=====

Entry 2:
C18H35CsN6O3P2 as an isolated structure at a distorted geometry. Source: OMol25; level of theory: ωB97M-V/def2-TZVPD.

Values from the calculation:
* LUMO level: 0.0035 Ha
* spin multiplicity: 1
* highest occupied orbital energy: -5.84 eV
* max |F|: 1.27 eV/A
* energy relative to the best compared isomer or geometry (same formula, charge and spin): 0.000 eV
* charge: 0
* orbital gap: 5.937 eV

CARTESIAN COORDINATES (ANGSTROEM)
C (5.9426, -1.2477, 2.1195)
C (-1.3338, 2.8799, 0.9728)
N (-5.5955, -4.5999, -0.0685)
H (-2.7857, 1.6154, 2.0877)
C (-4.7340, -2.4392, 0.6147)
P (3.7340, -1.1567, 0.5667)
H (-3.2940, -4.6885, -1.4557)
P (1.5510, -3.0687, 1.2321)
H (-1.1244, -2.9506, 1.7242)
O (2.9341, -2.2740, 1.4444)
H (-1.0429, -3.2344, 3.4816)
H (4.3168, -4.0883, -0.9714)
H (1.9184, -6.4660, 0.2372)
C (-1.7840, 2.0174, 1.9874)
C (4.6969, -1.5037, -1.8953)
H (-0.7605, 1.2078, 3.7866)
H (-1.9162, 3.2241, 0.1271)
C (1.2721, -5.6388, 0.5364)
N (-2.5895, -1.6820, -0.1406)
H (-1.5611, -2.9426, -1.3939)
H (-1.0335, -1.5748, 2.8314)
C (0.0151, 3.1784, 1.2306)
H (1.1459, -0.9497, 3.8413)
Cs (0.1780, 0.1349, 0.2158)
C (-4.6197, -3.6180, -0.1222)
H (-6.5146, -4.2792, 0.1932)
N (2.0913, -4.6381, 1.2042)
H (4.0585, -2.0352, -2.6067)
H (5.6925, -1.9479, 2.9274)
H (-5.6175, -5.2268, -0.8573)
C (-0.6947, -2.6023, 2.6600)
H (3.4052, 0.9712, 2.1827)
O (2.8134, -0.1445, 0.0357)
N (4.5298, -2.0383, -0.5541)
C (0.3966, 2.5008, 2.3992)
C (4.2426, 0.4342, 2.6236)
H (2.0930, -5.4406, 3.1760)
H (0.6641, 3.7942, 0.6200)
H (6.6873, -0.5473, 2.5000)
O (0.7595, -2.7635, 0.0263)
H (5.0156, 1.1542, 2.8962)
H (5.7375, -1.6022, -2.2131)
H (1.3641, 2.5585, 2.8851)
C (-3.7046, -1.5178, 0.5663)
C (1.3748, -2.0196, 3.7855)
H (-3.7776, -0.5945, 1.1313)
H (3.4451, -4.3644, 2.7786)
C (4.9440, -3.4172, -0.3762)
N (4.7914, -0.5031, 1.6471)
C (-2.4834, -2.8098, -0.8397)
C (-3.4525, -3.7953, -0.8658)
H (5.9849, -3.5419, -0.6874)
H (4.8581, -3.7142, 0.6665)
C (2.7848, -5.1357, 2.3825)
N (0.7632, -2.6055, 2.6025)
H (0.9850, -2.5035, 4.6851)
C (-0.7155, 1.7834, 2.8679)
H (0.4820, -6.0358, 1.1840)
H (0.8186, -5.1920, -0.3440)
H (-5.6075, -2.2344, 1.2190)
H (2.4536, -2.1487, 3.7644)
H (3.3955, -5.9966, 2.1052)
H (4.4184, -0.4526, -1.9047)
H (6.3897, -1.8048, 1.2976)
H (3.9053, -0.0763, 3.5328)

=====

Entry 3:
C52H41IrN4O7P2 as an isolated structure at a distorted geometry. Source: OMol25; level of theory: ωB97M-V/def2-TZVPD.

Values from the calculation:
* LUMO level (alpha / beta): -0.2098 / -0.2027 Ha
* spin multiplicity: 2
* highest occupied orbital energy (alpha / beta): -9.24 / -9.25 eV
* max |F|: 3.72 eV/A
* energy relative to the best compared isomer or geometry (same formula, charge and spin): 5.236 eV
* charge: +1
* orbital gap (alpha / beta): 3.531 / 3.736 eV
* ⟨S²⟩: 1.17

CARTESIAN COORDINATES (ANGSTROEM)
C (4.1339, 3.2830, 1.5672)
C (-1.4531, 6.2840, -0.6311)
C (4.0556, -3.4875, -2.1115)
H (3.8075, 1.7891, -5.3304)
N (-7.0859, -0.0927, -2.8952)
C (1.3951, -4.0841, 3.0823)
H (-1.2037, 4.8784, 2.8713)
H (6.9887, -3.5445, 0.3836)
C (1.6494, 1.5017, -2.7413)
C (2.1377, 1.8608, -3.9879)
C (-1.7442, 5.0695, -0.0348)
C (-4.8856, 0.7881, -2.2194)
C (2.7438, -1.0624, 0.3598)
C (-2.5341, 3.9805, 4.2928)
C (0.2299, -2.7756, 1.4391)
O (-3.5943, -2.6737, 1.2484)
C (0.6244, 4.6566, 0.2566)
C (-3.3072, 1.7612, 3.7729)
C (-3.3354, -3.3932, -2.2184)
C (-2.5696, 1.7767, 2.6029)
C (-3.9121, -4.3658, -1.2358)
C (2.5355, 2.5051, 3.1909)
C (-3.2902, 2.8632, 4.6180)
N (2.7291, -2.1813, -0.5459)
O (-2.8160, 2.8101, -1.9421)
C (0.9020, 5.8855, -0.3210)
H (-0.9558, -4.9092, 0.4733)
H (-3.1392, -5.9566, 0.0940)
C (4.2412, 0.8015, -3.4793)
O (-2.4531, -0.4693, 0.1769)
C (2.4714, 0.8025, -1.8551)
H (0.6310, 1.7466, -2.4548)
C (-1.7961, 4.0089, 3.1213)
C (-3.5149, -0.3668, -0.5596)
P (-0.0569, -2.1898, -0.2515)
C (-0.1323, 6.6905, -0.7758)
H (-4.5736, -5.0809, -1.7221)
O (-7.8742, -1.0203, -2.8311)
C (-5.6977, -1.2700, -1.2588)
H (-2.5242, 4.8387, 4.9512)
H (1.7759, -4.2139, 0.9828)
C (0.6658, -3.4697, 4.0923)
C (3.4295, 1.5121, -4.3551)
H (-0.8753, -2.0516, 4.5611)
C (-1.8183, 2.9057, 2.2700)
H (1.5034, 2.4043, -4.6752)
C (-2.8602, -5.0502, -0.4266)
C (-1.6545, -4.4776, -0.2317)
C (6.1726, -3.5224, -0.3267)
C (4.9943, -2.8808, 0.0152)
C (-0.2963, -2.5205, 3.7765)
H (2.1357, -4.8337, 3.3283)
H (3.7695, -0.7358, 0.5155)
H (5.2455, 0.5230, -3.7696)
C (1.1850, -3.7397, 1.7570)
H (0.8472, -3.7304, 5.1264)
H (1.1168, 1.0520, 2.4861)
H (-1.2906, -1.4575, 2.1959)
H (1.3763, -2.1795, -2.1811)
C (-0.5175, -2.1735, 2.4535)
H (5.3212, -4.6254, -3.3995)
H (-2.5988, 0.9286, 1.9302)
H (-2.7675, 4.7323, 0.0602)
H (4.9791, 3.9070, 1.3087)
H (7.2247, -4.6558, -1.8179)
H (3.2468, -3.4681, -2.8309)
H (2.1326, 2.5286, 4.1950)
H (-3.9597, -3.0727, -3.0417)
H (1.9281, 6.2139, -0.4210)
P (1.8110, 0.4331, -0.2206)
H (2.3278, -1.3015, 1.3467)
H (-3.8717, 2.8505, 5.5303)
C (-0.7001, 4.2614, 0.4012)
N (-0.6094, 1.9060, 0.4470)
C (-4.5473, -1.3752, -0.4901)
C (3.6192, 3.3058, 2.8558)
C (6.3046, -4.1521, -1.5558)
C (-2.1240, -2.8351, -1.9930)
C (-5.8709, -0.1826, -2.0895)
C (1.5038, -2.6127, -1.1771)
C (1.9715, 1.6740, 2.2373)
Ir (-0.4718, 0.1156, -0.1483)
C (-2.5631, 1.6242, -1.8182)
O (-7.2398, 0.9039, -3.5736)
H (4.9039, -2.4423, 1.0008)
N (-4.3524, -2.5326, 0.2721)
H (1.4256, 4.0148, 0.6054)
H (-1.7737, -2.0192, -2.6199)
C (2.4946, 1.6426, 0.9441)
C (3.7683, 0.4461, -2.2273)
C (3.5734, 2.4549, 0.6056)
O (-4.8786, -3.6781, -0.3136)
C (-1.3072, -3.2825, -0.9188)
H (-3.8996, 0.8900, 4.0196)
C (3.9191, -2.8399, -0.8803)
C (-1.0301, 2.9346, 1.0095)
H (-2.2582, 6.9134, -0.9844)
C (5.2361, -4.1353, -2.4385)
H (4.0627, 3.9500, 3.6034)
H (1.5194, -3.6990, -1.2990)
H (0.0909, 7.6348, -1.2542)
H (-5.0315, 1.6108, -2.9044)
O (-1.4334, 1.0300, -1.9976)
H (-6.4613, -2.0301, -1.2047)
C (-3.7242, 0.6708, -1.4937)
H (4.4124, -0.1025, -1.5507)
H (3.9662, 2.4463, -0.4024)

=====

Entry 4:
C22H43AlF2N2O7PS as an isolated structure at a distorted geometry. Source: OMol25; level of theory: ωB97M-V/def2-TZVPD.

Values from the calculation:
* LUMO level: 0.0665 Ha
* spin multiplicity: 1
* highest occupied orbital energy: -5.43 eV
* max |F|: 5.43 eV/A
* charge: -1
* orbital gap: 7.236 eV

CARTESIAN COORDINATES (ANGSTROEM)
H (-3.2202, 1.4894, -1.9385)
C (1.1773, 1.3411, 4.7114)
C (5.5166, 2.9271, 2.9196)
C (-0.0604, -0.8434, 1.2497)
H (-6.2065, -0.5097, -8.0166)
O (-4.1043, 0.2254, -0.5045)
H (-4.5115, -1.9331, -9.5383)
P (7.4540, 1.3676, 6.0705)
O (4.5171, 3.3300, 2.2736)
H (-3.5229, -0.1842, -2.4087)
C (-4.8254, -0.9778, -4.6981)
H (-1.8877, 1.0930, 0.5411)
C (-3.1915, 0.4540, -1.5843)
H (-1.3754, -0.1574, -6.9088)
H (-0.2819, 2.3696, 6.2815)
H (0.7879, 0.3224, -0.3585)
C (-2.3958, 0.0073, -6.5468)
C (-2.2173, -0.8872, 2.2810)
N (-3.3415, -0.5122, -7.5385)
C (0.0292, 0.4483, 0.4211)
C (-3.2090, -1.9492, -7.7842)
H (-6.7359, -1.6229, -9.3173)
C (-4.3888, -2.4821, -8.5994)
C (-1.7747, 0.0309, -1.1898)
H (-3.1757, -2.5107, -6.8448)
H (-2.2803, -2.1370, -8.3312)
H (-2.6959, 0.0770, 2.0955)
H (4.8822, -3.4124, 5.0805)
C (-4.5910, 1.4230, 0.0809)
H (8.8332, 2.9157, 5.3335)
H (-7.4698, -1.7127, -7.7075)
H (7.9441, -0.7614, 6.4875)
H (-4.9966, 2.0951, -0.6811)
H (-4.5374, -2.0184, -4.8686)
H (-3.8061, 1.9302, 0.6482)
H (-2.3606, -1.6098, -5.0455)
H (-1.1389, 0.0303, -2.0806)
C (-6.5388, -1.5258, -8.2458)
H (-1.8306, -0.9928, -0.8048)
H (0.9577, -1.0850, 1.5748)
H (-4.1855, -3.5276, -8.8539)
Al (5.6821, 0.5751, 4.7782)
C (2.6393, 0.9139, 4.3814)
H (-2.4593, -1.5970, 1.4853)
C (5.9296, 1.3723, 2.8723)
C (0.7909, 2.0324, 6.0688)
H (5.2458, 0.8077, 2.1385)
H (5.3683, -2.4309, 6.5583)
H (7.0043, -1.7514, 4.7480)
C (1.9705, 2.2158, 7.0848)
O (8.6119, 2.0344, 4.9559)
H (-2.5476, 1.0909, -6.5131)
H (-2.6219, -1.2732, 3.2208)
H (1.6762, 2.7186, 8.0779)
C (4.9344, -2.3327, 5.4900)
S (7.0090, 2.7916, 7.3165)
O (8.3109, 0.0703, 6.8594)
C (-2.5129, -0.5279, -5.1107)
C (5.8985, -1.4685, 4.5428)
H (2.8006, 0.4180, 3.3527)
H (-5.3965, 1.1586, 0.7689)
H (0.3850, 1.2454, 1.0817)
H (7.0245, 1.2104, 2.5936)
O (-0.8197, -0.7107, 2.4506)
N (-1.2072, 0.9411, -0.1938)
F (6.2756, 3.8495, 3.7367)
H (-0.3977, -1.7037, 0.6629)
H (-5.3970, -0.5926, -5.5452)
H (-5.4806, -0.9411, -3.8229)
C (3.8273, 1.1455, 5.3975)
C (3.4478, 1.7821, 6.7575)
F (5.5892, -1.7496, 3.1441)
O (-3.7110, -0.1360, -4.4411)
H (-4.2808, -0.3175, -7.2128)
H (-1.6970, -0.0769, -4.5346)
H (3.8607, -1.9344, 5.5157)
H (0.3443, 1.1823, 3.9438)
O (-5.5840, -2.4839, -7.8150)
H (4.2449, 1.9479, 7.5504)

=====

Entry 5:
A 2-piece molecular cluster, C3H3O2S overall at a distorted geometry. Source: OMol25; level of theory: ωB97M-V/def2-TZVPD.

Values from the calculation:
* LUMO level: 0.1516 Ha
* spin multiplicity: 1
* highest occupied orbital energy: -2.92 eV
* max |F|: 4.06 eV/A
* energy relative to the best compared isomer or geometry (same formula, charge and spin): 5.324 eV
* charge: -1
* orbital gap: 7.041 eV

CARTESIAN COORDINATES (ANGSTROEM)
O (-1.3827, -0.9103, 1.2863)
S (0.0359, -1.1983, 1.3644)
C (-0.1770, 1.3579, -0.1382)
O (0.4128, -2.5356, 0.7511)
H (-0.9191, 0.1886, -1.9060)
H (-0.0944, 2.4980, 0.1879)
C (0.4985, 0.0648, -0.0309)
H (2.0375, 0.0399, -0.4268)
C (-0.4114, 0.4950, -1.0878)

=====

Entry 6:
C3H8I2N3O as an isolated structure at a distorted geometry. Source: OMol25; level of theory: ωB97M-V/def2-TZVPD.

Values from the calculation:
* LUMO level (alpha / beta): -0.2267 / -0.2268 Ha
* spin multiplicity: 1
* highest occupied orbital energy (alpha / beta): -12.68 / -12.67 eV
* max |F|: 5.42 eV/A
* energy relative to the best compared isomer or geometry (same formula, charge and spin): 0.525 eV
* charge: +1
* orbital gap (alpha / beta): 6.511 / 6.501 eV

CARTESIAN COORDINATES (ANGSTROEM)
H (0.5996, 0.4080, -2.7943)
H (-0.2915, 1.7701, -1.9532)
H (2.5332, 0.1467, 0.0185)
C (-0.3579, -0.3240, -0.1366)
H (-1.2170, -1.0871, -1.7036)
N (0.9641, 1.0946, 0.0971)
H (-0.2417, 0.2926, 2.6122)
N (-0.6958, -0.2877, -1.3660)
I (-2.0368, -2.7632, 0.6262)
C (0.0613, -0.7619, 2.2165)
C (-0.4162, 0.7172, -2.3324)
O (2.0549, 0.6588, 0.7268)
H (-0.2239, -1.4787, 2.9275)
H (1.1756, -0.8021, 2.1419)
I (-0.1372, 2.5321, 1.1420)
H (-1.2430, 0.8918, -3.1390)
N (-0.5277, -1.0072, 0.9164)